{"formula": "C4H4O", "method": "ωB97M-V/def2-TZVPD", "elements": ["C", "C", "C", "C", "O", "H", "H", "H", "H"], "positions_angstrom": [[-2.1573, 0.1925, 0.3279], [-0.9824, 0.1024, 0.3669], [0.1962, -0.4641, -0.0921], [1.3871, 0.3196, -0.2247], [1.2009, -0.6007, 0.8660], [-3.1902, 0.3189, 0.5023], [0.0564, -1.3151, -0.8167], [1.3742, 1.3744, 0.0375], [2.1028, 0.0366, -0.9919]], "forces_ev_per_angstrom": [[-2.68, 0.79, 0.87], [-0.23, -0.35, -0.57], [0.72, -1.63, -1.40], [1.08, 0.56, 0.05], [1.27, -0.01, -0.06], [-0.37, 0.12, -0.12], [0.15, 0.76, 0.93], [-0.02, -0.16, 0.08], [0.08, -0.08, 0.23]], "fmax_ev_per_a": 2.92, "de_lowest_kcal_mol": 68.76, "orbital_gap_ha": 0.4047, "smiles": "C#C[C@H]1CO1", "mol_weight_g_mol": 68.1}